{"formula": "C28H62F10N9O22S10", "method": "ωB97M-V/def2-TZVPD", "symbols": ["H", "S", "F", "C", "O", "H", "H", "C", "F", "C", "H", "N", "H", "H", "H", "O", "C", "S", "H", "H", "H", "O", "C", "F", "C", "H", "C", "F", "H", "H", "S", "H", "H", "C", "C", "O", "S", "H", "N", "H", "C", "H", "H", "C", "N", "O", "H", "O", "N", "H", "C", "H", "C", "N", "N", "H", "F", "H", "H", "H", "C", "C", "O", "H", "O", "H", "F", "C", "O", "N", "H", "O", "H", "H", "F", "C", "S", "O", "O", "H", "C", "H", "O", "O", "C", "H", "C", "H", "S", "H", "F", "O", "S", "H", "F", "H", "H", "H", "H", "O", "H", "O", "H", "F", "C", "C", "H", "C", "H", "S", "H", "H", "O", "O", "C", "C", "H", "H", "H", "H", "H", "H", "C", "H", "N", "C", "S", "H", "H", "C", "S", "O", "N", "H", "H", "H", "O", "H", "H", "H", "O"], "positions_angstrom": [[6.021360, 19.938560, 22.183890], [7.128720, 15.997830, 15.816660], [4.414640, 14.547930, 13.707360], [8.600760, 18.452900, 19.165310], [2.694450, 21.187110, 24.375410], [4.470080, 28.629290, 20.757200], [5.952820, 17.640980, 20.516740], [0.731320, 25.224260, 21.171670], [5.114030, 26.365170, 23.900830], [2.719360, 24.195500, 22.289230], [4.457400, 17.524680, 12.375810], [6.367310, 19.569350, 20.014260], [7.924830, 20.455250, 18.729900], [3.514160, 23.695570, 19.804810], [1.008710, 27.533180, 19.207910], [2.987530, 22.039280, 17.157520], [7.157920, 20.074010, 14.355860], [2.585620, 19.246610, 16.943880], [7.568240, 19.130260, 21.825610], [1.477710, 28.513470, 20.621580], [2.268570, 23.216210, 22.450150], [10.750630, 22.291680, 17.743360], [5.939490, 22.452320, 25.670930], [4.622680, 21.908940, 15.408230], [7.400550, 21.410300, 21.415200], [0.460060, 25.793620, 22.060690], [2.508320, 24.115340, 19.818220], [7.774890, 23.152760, 14.697210], [0.343300, 24.216830, 21.322080], [2.633790, 24.344160, 17.657860], [2.482630, 19.929590, 23.686570], [4.361800, 25.857520, 18.490690], [7.985780, 20.464730, 13.764160], [3.343930, 26.239370, 18.569620], [2.426570, 24.945750, 18.542870], [7.334900, 24.105100, 16.703890], [3.249940, 21.294410, 15.862020], [7.417050, 21.864840, 22.405760], [6.034220, 16.075660, 14.772490], [6.761400, 22.724240, 19.730080], [2.227220, 24.990070, 21.048080], [5.597480, 22.598070, 20.953690], [6.342740, 23.114420, 24.904700], [6.857780, 23.541750, 29.257950], [5.242340, 18.452960, 14.119700], [9.440430, 24.387820, 18.336130], [5.183210, 17.995130, 18.903420], [2.426030, 21.647390, 14.648000], [7.052560, 23.181500, 27.697330], [1.923220, 28.981890, 19.002080], [6.412750, 19.142350, 13.472150], [2.680310, 24.666410, 23.271480], [7.150730, 21.619700, 25.983320], [2.283570, 18.726780, 24.521320], [9.869180, 23.735790, 15.913300], [10.056480, 26.222180, 28.132370], [6.886860, 17.521820, 16.245210], [6.983550, 21.005470, 28.061670], [1.399230, 25.305810, 18.487780], [5.234850, 27.655470, 19.650210], [7.470730, 19.474950, 18.874470], [4.090800, 18.277710, 13.073410], [8.480840, 16.026960, 15.334920], [3.307840, 17.892140, 13.726410], [2.993690, 19.822130, 22.337670], [6.279190, 24.461040, 29.348760], [3.916190, 17.362270, 25.830200], [5.406100, 18.359610, 19.906200], [6.534160, 13.528330, 14.379920], [3.798290, 19.893780, 15.923950], [5.529800, 17.610990, 14.597770], [4.937240, 19.330350, 25.214970], [8.367600, 21.603110, 20.950720], [1.820920, 23.271520, 19.758730], [6.856670, 25.087610, 19.500480], [7.936340, 24.347540, 27.087420], [8.336780, 23.193790, 16.214170], [8.029130, 26.823130, 20.611450], [1.174890, 19.569530, 16.681730], [7.644710, 24.754370, 26.119150], [5.631080, 20.882240, 19.769010], [9.687660, 26.269400, 26.347340], [4.653280, 14.064190, 15.984850], [6.739230, 18.876040, 12.329380], [1.807930, 28.120520, 19.660000], [5.485090, 24.274580, 26.765080], [3.095010, 27.198690, 19.732840], [3.156950, 26.703540, 17.601280], [3.980050, 18.436730, 24.601620], [5.077540, 21.907890, 25.285260], [11.611650, 24.421360, 17.238870], [2.928330, 19.064170, 18.345670], [6.423950, 26.556960, 22.937570], [10.608090, 18.009670, 18.479560], [0.901110, 20.114830, 23.298930], [7.953380, 21.999530, 25.351190], [0.226050, 25.678290, 20.319230], [6.167460, 22.769120, 29.596500], [7.809670, 23.332430, 29.745990], [4.509980, 17.648200, 23.474230], [5.523600, 20.941970, 18.685960], [8.249660, 24.471660, 21.332760], [9.102870, 18.752830, 20.085110], [2.628930, 17.798770, 16.348460], [5.709390, 23.226600, 26.963920], [10.063700, 25.682530, 27.185370], [8.373780, 17.404380, 19.358150], [4.285330, 28.173630, 19.784400], [6.982740, 19.258530, 17.924130], [10.233410, 23.620600, 17.370150], [4.982370, 22.816810, 27.665080], [7.633770, 25.185140, 27.715900], [6.460040, 28.011850, 22.773140], [7.393660, 25.924300, 23.835830], [6.356940, 22.005890, 20.443170], [9.745660, 18.566470, 18.113100], [9.681480, 23.795440, 28.228810], [9.906150, 23.798090, 26.465180], [7.576770, 19.612090, 15.249890], [10.010850, 19.584290, 17.827050], [3.793880, 19.238340, 12.652540], [3.778190, 23.995500, 22.125020], [9.406710, 24.292410, 27.298420], [4.669890, 20.711300, 20.253770], [3.012760, 26.311660, 20.970940], [6.869000, 19.900280, 21.499680], [5.496990, 14.452630, 14.880230], [8.586470, 21.633480, 27.534490], [6.565830, 20.944620, 14.637930], [7.505180, 21.731390, 27.437940], [7.386240, 25.572690, 20.959970], [6.857710, 15.433520, 17.200510], [5.952130, 25.642560, 21.579520], [4.474830, 18.381860, 20.472190], [6.959790, 20.570490, 25.757960], [4.814320, 19.039990, 14.821340], [8.185170, 21.808930, 16.656210], [4.225890, 28.963380, 19.035500], [11.112150, 25.508000, 26.943720], [9.598100, 17.976090, 17.208790], [2.885220, 26.968550, 22.180370]], "atomic_forces_ev_per_a": [[-0.4, -0.5, -0.5], [4.0, 1.8, 7.6], [0.7, 0.4, 0.0], [1.0, 1.0, -0.1], [0.9, -0.7, -0.1], [-0.7, 0.2, 0.2], [0.1, -0.7, -0.6], [-0.6, 0.6, 0.3], [0.0, -0.1, -1.2], [1.1, 0.2, 0.3], [-0.3, 0.3, -0.1], [-0.5, 1.1, -0.1], [-0.1, 0.1, 0.4], [0.1, -0.1, 0.6], [-0.2, 0.0, 0.2], [0.3, -2.7, -3.3], [0.4, 0.5, -0.4], [-2.8, -2.5, 1.9], [0.0, 0.1, -0.1], [0.3, -0.3, 0.1], [-0.4, 0.1, -0.7], [-1.3, 2.0, -0.1], [0.1, 0.7, 0.1], [0.8, 0.6, 0.0], [-0.9, -1.3, -0.9], [0.2, 0.1, 0.0], [0.9, 0.7, -1.1], [1.2, -0.5, -0.2], [-0.1, 0.0, -0.2], [0.1, 0.1, 0.1], [-4.9, 7.8, -5.5], [0.3, 0.4, 0.6], [0.0, -0.1, 0.1], [-1.2, -2.1, -0.9], [-0.4, 1.3, 0.4], [1.3, -0.1, 0.4], [-1.9, 9.4, -2.4], [-0.2, 0.0, -0.1], [-2.8, -4.9, -1.1], [0.5, -0.3, 0.0], [1.2, -2.2, 0.5], [0.0, 0.0, 0.4], [-0.9, 0.4, -0.1], [-0.6, -2.2, -2.4], [-1.1, 2.4, -3.3], [1.4, -1.5, -1.4], [0.6, 0.5, 0.0], [1.5, -1.5, 3.7], [-0.1, 1.3, 1.2], [0.7, -0.3, 0.0], [1.5, -0.6, -1.2], [-0.3, 0.5, -0.3], [0.4, -1.9, -0.7], [4.1, -3.8, 2.7], [-4.3, -0.8, -2.0], [-0.3, 0.3, -0.2], [0.3, 1.7, 0.1], [-0.2, 0.5, 0.2], [-0.3, 0.0, -0.5], [-0.1, -0.3, -0.4], [0.4, -1.1, 1.3], [1.1, -1.1, 1.9], [-0.9, -0.7, 0.0], [-0.3, -0.1, -0.5], [1.0, -0.2, 1.1], [0.9, 0.3, 0.0], [-0.7, 0.5, -1.0], [1.4, -0.5, 1.7], [-2.1, 2.2, 1.3], [-2.5, -3.8, 3.2], [0.0, -1.3, -0.1], [-1.3, 0.9, -0.8], [0.2, -0.7, 0.2], [-0.1, 0.1, 0.3], [-0.2, 0.2, 0.9], [-0.9, 0.8, 1.7], [-5.0, -0.7, -2.9], [-0.9, -0.7, 1.3], [3.0, 0.6, -0.1], [-0.2, -1.2, -0.5], [-0.7, -1.5, -0.5], [-0.3, 0.0, 0.2], [1.4, 0.9, -1.0], [-1.4, 0.2, 2.1], [-0.6, -1.2, -0.2], [-0.2, 0.0, 0.2], [1.4, 0.8, -0.5], [0.0, 0.6, 0.2], [2.5, -5.7, 1.1], [0.0, 0.0, 0.3], [-0.1, 0.4, 0.2], [0.5, 0.8, -2.3], [-1.3, 1.4, 2.9], [0.3, 0.5, 0.5], [0.3, -0.3, 0.5], [0.3, -0.4, 0.2], [0.3, -0.1, -0.1], [0.1, -0.2, 0.1], [-0.1, 0.9, 0.0], [-1.6, 1.8, 2.0], [-0.3, 0.4, 0.1], [-1.3, 1.1, 0.6], [-0.2, 0.3, 0.3], [0.8, -0.5, -0.3], [0.1, 0.6, 0.2], [0.4, -0.3, 0.4], [-0.7, 0.1, -0.5], [1.3, -0.3, 1.0], [-0.5, -0.2, 0.3], [5.9, -0.4, 6.6], [-0.1, -0.2, -0.3], [-0.4, 0.0, 0.2], [-0.1, -2.7, -0.2], [-0.7, 0.7, -1.8], [-0.1, 1.2, 0.2], [-0.3, -1.0, -0.2], [0.0, 0.0, 0.0], [-0.3, -0.8, 0.1], [-0.3, -0.1, 0.0], [0.0, 0.0, 0.3], [0.4, -0.1, 0.1], [0.1, 0.0, 0.0], [1.2, -0.2, -1.2], [-0.2, 0.1, -0.3], [-3.9, 4.8, 7.5], [1.2, 0.7, -1.4], [-0.9, -2.4, -1.9], [-0.1, 0.1, 0.5], [-0.2, -0.2, 0.2], [0.6, 1.4, -0.7], [3.9, -2.0, -6.0], [0.7, 0.2, -4.6], [0.1, 2.1, 3.8], [0.0, 1.3, -0.1], [0.2, 0.0, -0.2], [0.0, 0.7, 0.8], [0.8, 1.5, -0.5], [-0.3, -0.3, 0.0], [0.1, 0.1, 0.1], [-0.8, 0.3, -0.3], [1.7, -3.7, -7.5]], "homo_energy_ev": -7.154, "charge": -1, "homo_lumo_gap_ev": 4.285}